Entry 1:
{
  "formula": "C41H37Cl5KN4O2",
  "method": "the ωB97M-V functional and the def2-TZVPD basis",
  "orbital_gap_ha": 0.2115,
  "homo_ev": -3.70,
  "de_lowest_kj_mol": 0.0,
  "total_energy_ha": -4855.1485,
  "total_charge": -1,
  "elements": ["K", "C", "C", "C", "C", "C", "C", "C", "C", "C", "C", "H", "H", "H", "H", "H", "H", "H", "H", "H", "H", "H", "H", "H", "H", "Cl", "C", "C", "Cl", "C", "Cl", "C", "O", "C", "Cl", "C", "Cl", "C", "C", "C", "C", "C", "C", "N", "C", "C", "C", "C", "C", "C", "H", "H", "H", "H", "H", "H", "H", "H", "H", "H", "C", "C", "C", "C", "C", "N", "C", "O", "N", "C", "C", "C", "C", "N", "C", "C", "C", "H", "H", "H", "H", "H", "H", "H", "H", "H", "H", "H", "H", "H"],
  "positions_angstrom": [[-1.49455, 0.58998, -0.22937], [0.46628, 1.19926, -4.12965], [-0.83920, 1.86370, -4.58378], [-0.70098, 3.38469, -4.55933], [-2.01198, 1.34894, -3.76515], [-2.24450, -0.02608, -3.69269], [-3.31708, -0.53786, -2.98293], [-4.20491, 0.30515, -2.31689], [-5.37542, -0.25241, -1.54948], [-3.96981, 1.67284, -2.37493], [-2.88781, 2.18728, -3.08233], [1.32816, 1.68956, -4.58928], [0.50487, 0.14296, -4.39232], [0.57193, 1.26121, -3.04673], [-1.02040, 1.56844, -5.62364], [-0.55201, 3.74833, -3.53972], [-1.58302, 3.87729, -4.97192], [0.16137, 3.68718, -5.15508], [-1.57287, -0.71226, -4.19548], [-3.46406, -1.61085, -2.93981], [-6.23167, -0.42059, -2.20710], [-5.68650, 0.43622, -0.76400], [-5.11705, -1.20690, -1.08940], [-4.64126, 2.35418, -1.86518], [-2.75359, 3.26019, -3.10484], [-2.34096, 2.87045, 6.92339], [-2.26026, 2.70110, 5.20434], [-1.65948, 1.58561, 4.62417], [-0.94113, 0.38465, 5.64235], [-1.61806, 1.43255, 3.24835], [-0.85186, 0.04013, 2.55515], [-2.18549, 2.38502, 2.34156], [-2.17413, 2.23991, 1.08890], [-2.74901, 3.52985, 2.98864], [-3.39392, 4.74923, 1.94615], [-2.79926, 3.67634, 4.36293], [-3.52425, 5.08271, 5.05837], [-2.50393, -4.06068, 2.59236], [-1.28605, -4.43601, 2.03476], [-0.72663, -3.73078, 0.98564], [-1.35947, -2.58829, 0.43427], [-2.61439, -2.24615, 1.00198], [-3.15813, -2.95801, 2.05372], [-0.80415, -1.75961, -0.48563], [0.23673, -2.11278, -1.29047], [0.35216, -3.34776, -1.97239], [1.39851, -3.59737, -2.84376], [2.38314, -2.64170, -3.08205], [2.28507, -1.41554, -2.43124], [1.23908, -1.15382, -1.56566], [-2.93197, -4.61276, 3.41908], [-0.75824, -5.29397, 2.44077], [0.23202, -4.03086, 0.58535], [-3.14436, -1.38622, 0.60301], [-4.11231, -2.64749, 2.46579], [-0.40970, -4.10168, -1.81012], [1.44989, -4.55382, -3.35368], [3.20557, -2.84869, -3.75542], [3.03965, -0.65336, -2.60004], [1.18344, -0.19737, -1.05220], [3.48663, -4.01836, 0.34821], [3.28178, -2.79883, 1.20598], [4.00526, -1.63936, 0.96984], [3.82254, -0.49574, 1.73194], [2.88800, -0.48910, 2.76241], [2.65749, 0.60647, 3.63253], [3.29524, 1.80743, 3.74697], [3.43299, 2.37506, 4.81493], [3.79974, 2.36866, 2.57405], [3.10704, 2.53599, 1.36465], [3.73637, 3.20544, 0.32162], [3.05075, 3.40654, -0.86136], [1.75022, 2.94093, -0.96393], [1.13862, 2.29201, 0.02329], [1.80413, 2.08057, 1.15323], [2.14312, -1.64146, 2.99764], [2.34328, -2.77624, 2.23242], [4.53494, -4.12400, 0.06639], [2.90794, -3.93475, -0.57534], [3.17282, -4.92361, 0.86890], [4.72233, -1.62098, 0.15739], [4.42661, 0.37117, 1.52213], [2.15034, 0.36930, 4.47252], [4.45387, 3.10681, 2.78402], [4.75241, 3.56336, 0.44680], [3.51067, 3.93349, -1.68663], [1.16870, 3.11573, -1.86074], [1.26521, 1.56570, 1.93791], [1.38565, -1.64036, 3.77394], [1.74324, -3.65521, 2.43093]]
}

Entry 2:
{
  "formula": "C6H10",
  "method": "the ωB97M-V functional and the def2-TZVPD basis",
  "orbital_gap_ha": [0.2699, 0.3102],
  "homo_ev": [-14.18, -15.23],
  "de_lowest_kj_mol": 365.0,
  "spin_multiplicity": 2,
  "total_energy_ha": -234.1269,
  "total_charge": 1,
  "elements": ["C", "C", "C", "C", "C", "C", "H", "H", "H", "H", "H", "H", "H", "H", "H", "H"],
  "positions_angstrom": [[-0.67550, -1.15492, 0.87147], [0.36174, -0.02832, 0.38669], [-0.21489, 1.27760, 0.03489], [-1.35175, 1.17500, -0.86899], [1.52845, -0.58524, -0.45838], [1.69398, -0.71198, 0.98153], [-0.41108, -1.50372, 1.87723], [-1.63899, -0.64413, 0.88693], [-0.69567, -1.98662, 0.16923], [0.39762, 2.12609, 0.31557], [-2.33965, 1.11278, -0.34291], [-1.48577, 2.02814, -1.54142], [-1.27238, 0.28604, -1.49375], [1.37081, -1.29606, -1.26595], [2.03406, 0.31980, -0.81993], [2.69902, -0.41447, 1.26779]]
}

Entry 3:
{
  "formula": "C32H40F24O16",
  "method": "the ωB97M-V functional and the def2-TZVPD basis",
  "orbital_gap_ha": 0.4104,
  "homo_ev": -10.95,
  "de_lowest_kj_mol": 202.2,
  "total_energy_ha": -4844.0502,
  "total_charge": 0,
  "smiles": "CCOC(=O)C(F)(F)F.CCOC(=O)C(F)(F)F.CCOC(=O)C(F)(F)F.CCOC(=O)C(F)(F)F.CCOC(=O)C(F)(F)F.CCOC(=O)C(F)(F)F.CCOC(=O)C(F)(F)F.CCOC(=O)C(F)(F)F",
  "elements": ["C", "C", "O", "C", "O", "C", "F", "F", "F", "H", "H", "H", "H", "H", "C", "C", "O", "C", "O", "C", "F", "F", "F", "H", "H", "H", "H", "H", "C", "C", "O", "C", "O", "C", "F", "F", "F", "H", "H", "H", "H", "H", "C", "C", "O", "C", "O", "C", "F", "F", "F", "H", "H", "H", "H", "H", "C", "C", "O", "C", "O", "C", "F", "F", "F", "H", "H", "H", "H", "H", "C", "C", "O", "C", "O", "C", "F", "F", "F", "H", "H", "H", "H", "H", "C", "C", "O", "C", "O", "C", "F", "F", "F", "H", "H", "H", "H", "H", "C", "C", "O", "C", "O", "C", "F", "F", "F", "H", "H", "H", "H", "H"],
  "positions_angstrom": [[-1.73544, 2.94448, 4.52078], [-1.55551, 4.00144, 3.47107], [-2.62129, 4.96585, 3.60592], [-2.61724, 6.07744, 2.88656], [-1.72149, 6.51101, 2.23882], [-4.04765, 6.66089, 2.84186], [-4.01626, 7.99538, 2.93182], [-4.54174, 6.36446, 1.62440], [-4.85494, 6.19040, 3.78192], [-1.29355, 1.98004, 4.24759], [-2.74167, 2.56433, 4.70353], [-1.29989, 3.21333, 5.48513], [-1.83968, 3.55798, 2.51001], [-0.53170, 4.35465, 3.37482], [2.76124, -3.23742, -4.24637], [3.76543, -3.31987, -5.39395], [3.09366, -3.49752, -6.63614], [2.60330, -2.43863, -7.24164], [2.50865, -1.34477, -6.76396], [2.07647, -2.69633, -8.68096], [2.67938, -1.82870, -9.49898], [2.34886, -3.93327, -9.08976], [0.76967, -2.48026, -8.73762], [2.31336, -4.16090, -3.87656], [1.86340, -2.67860, -4.52315], [3.14777, -2.65259, -3.41330], [4.47311, -4.14055, -5.29965], [4.38070, -2.41953, -5.35938], [-2.20253, -0.40110, 6.18498], [-0.94067, -1.08566, 5.72289], [-1.33644, -1.85942, 4.55255], [-0.48901, -2.79001, 4.12355], [0.68216, -2.78286, 4.35898], [-1.15009, -3.92079, 3.29499], [-0.94289, -3.70035, 1.99034], [-0.63187, -5.10697, 3.62043], [-2.46178, -3.96484, 3.52675], [-1.90149, 0.51403, 6.69859], [-2.77524, -1.03457, 6.85940], [-2.82215, -0.16850, 5.32289], [-0.47188, -1.74442, 6.45701], [-0.12062, -0.43234, 5.41488], [-0.07345, 0.47661, 1.75212], [0.76143, 0.00627, 0.56904], [0.05487, -0.67328, -0.46000], [0.44097, -0.52628, -1.71873], [1.58866, -0.37138, -2.01116], [-0.59176, -1.07434, -2.71283], [-0.23562, -2.36088, -2.94976], [-1.83817, -1.08163, -2.31175], [-0.47742, -0.51547, -3.92010], [0.40233, 1.43162, 1.97473], [0.07394, -0.19087, 2.60325], [-1.13975, 0.59287, 1.57739], [1.72666, -0.47144, 0.74475], [1.12269, 0.93371, 0.10224], [-2.19736, -0.27539, -11.24922], [-2.95870, 0.81911, -10.53516], [-2.32583, 1.01583, -9.25739], [-2.98082, 0.59483, -8.18306], [-3.95320, -0.10577, -8.20453], [-2.30285, 0.90170, -6.81766], [-2.18018, -0.22682, -6.11290], [-1.10309, 1.44319, -7.01928], [-3.12875, 1.70602, -6.12388], [-2.82172, -0.63989, -12.06654], [-1.95976, -1.01502, -10.48857], [-1.26185, 0.06165, -11.69620], [-4.01073, 0.54563, -10.42907], [-3.07338, 1.77117, -11.05857], [3.31417, -2.65692, 0.64656], [4.17389, -2.07400, -0.46664], [5.55489, -2.24894, -0.15629], [6.20128, -3.26461, -0.69560], [5.73080, -4.10421, -1.40131], [7.69657, -3.30530, -0.31284], [7.91177, -4.46393, 0.31492], [8.43169, -3.22143, -1.42275], [8.07697, -2.30168, 0.48343], [3.58019, -3.70654, 0.78144], [2.25956, -2.55608, 0.40312], [3.58383, -2.16598, 1.58220], [4.02755, -0.99526, -0.56153], [3.90445, -2.40584, -1.46874], [-6.32499, 3.17563, 1.91884], [-6.28623, 2.13397, 3.00290], [-5.92018, 0.81443, 2.57546], [-4.64498, 0.50083, 2.57812], [-3.73701, 1.27715, 2.66478], [-4.38510, -0.98841, 2.32165], [-3.26565, -1.16827, 1.61711], [-4.14495, -1.61737, 3.48437], [-5.39646, -1.60051, 1.72415], [-5.35341, 3.28265, 1.43419], [-6.57130, 4.09103, 2.46239], [-7.04905, 3.05586, 1.11570], [-7.27752, 2.05501, 3.46229], [-5.74066, 2.39187, 3.91449], [2.69242, 0.79176, 7.41975], [3.94261, 1.20381, 6.64906], [3.55169, 1.89141, 5.46655], [4.34230, 1.79961, 4.40987], [5.39355, 1.24518, 4.35171], [3.65288, 2.34784, 3.14900], [2.49390, 2.96665, 3.38851], [4.45305, 3.25004, 2.57386], [3.43714, 1.35353, 2.29790], [2.89623, 0.46018, 8.43964], [2.19280, -0.07955, 6.99386], [2.05686, 1.67162, 7.50560], [4.69049, 0.43546, 6.45628], [4.49433, 1.88261, 7.30776]]
}

Entry 4:
{
  "formula": "C4H3NS2",
  "method": "the ωB97M-V functional and the def2-TZVPD basis",
  "orbital_gap_ha": 0.2796,
  "homo_ev": -8.84,
  "de_lowest_kj_mol": 163.0,
  "total_energy_ha": -1005.2437,
  "total_charge": 0,
  "smiles": "S=C=C/C=N\\C=S",
  "elements": ["S", "C", "C", "C", "N", "C", "S", "H", "H", "H"],
  "positions_angstrom": [[-2.98126, -0.68448, -0.97047], [-1.48066, -0.70128, -0.57727], [-0.22432, -1.17398, -0.48449], [0.93616, -0.50869, 0.01568], [1.29659, 0.65163, 0.49209], [0.49983, 1.66803, 0.80244], [-1.03832, 1.74851, 0.21696], [0.06775, -2.11307, -0.78377], [1.87497, -1.20666, -0.14292], [1.04927, 2.31998, 1.43175]]
}